No. 1
124
Properties=species:S:1:pos:R:3 method="wB97M-V/def2-TZVPD" spin_multiplicity=2 de_lowest_kj_mol=166.8 charge=+4 e_tot_ha=-3298.9240 homo_ha="-0.6645 / -0.6645" homo_lumo_gap_ha="0.2576 / 0.1782"
Re 1.0355 0.2662 -0.4768
C -3.7795 -5.0583 -0.8120
C -4.0804 -3.5609 -0.7816
C -4.8760 -3.1794 -2.0418
C -4.9115 -3.2405 0.4735
C -2.8141 -2.7281 -0.7346
C -1.5326 -3.2768 -0.7177
C -0.4276 -2.4572 -0.6313
N -0.5192 -1.1226 -0.5675
C -1.7526 -0.5532 -0.6133
C -2.8885 -1.3316 -0.6918
C -1.7880 0.9288 -0.5402
C -2.9426 1.6549 -0.7636
C -2.9596 3.0453 -0.6559
C -1.7439 3.6502 -0.3245
C -0.6180 2.8862 -0.1454
N -0.6197 1.5488 -0.2456
C -4.2050 3.8775 -0.8802
C -5.4187 3.0184 -1.2302
C -4.5015 4.6624 0.4095
C -3.9322 4.8597 -2.0334
H -4.7164 -5.6119 -0.8349
H -3.2329 -5.3827 0.0752
H -3.2161 -5.3441 -1.7017
H -5.7910 -3.7683 -2.0805
H -4.3042 -3.3892 -2.9465
H -5.1635 -2.1274 -2.0459
H -5.8225 -3.8368 0.4635
H -5.2096 -2.1921 0.5158
H -4.3605 -3.4860 1.3831
H -1.3817 -4.3449 -0.7616
H 0.5719 -2.8636 -0.6044
H -3.8579 -0.8563 -0.7000
H -3.8495 1.1340 -1.0243
H -1.6669 4.7223 -0.2139
H 0.3326 3.3435 0.0899
H -5.6686 2.3198 -0.4290
H -5.2734 2.4638 -2.1593
H -6.2834 3.6634 -1.3743
H -4.7054 3.9854 1.2404
H -5.3834 5.2826 0.2564
H -3.6808 5.3226 0.6893
H -3.6996 4.3279 -2.9572
H -3.1133 5.5424 -1.8077
H -4.8231 5.4612 -2.2069
O 3.5313 -0.0153 2.3509
C 3.0748 0.3830 3.5116
C 3.8674 0.7666 4.6184
C 3.2352 1.0064 5.8040
C 1.8275 0.8607 5.8894
C 1.0505 0.5659 4.7552
C 1.6467 0.3822 3.5317
P 0.6415 -0.1188 2.0185
C 0.6223 -1.8957 2.4406
C 1.6730 -2.6460 1.9067
C 1.8253 -3.9839 2.2316
C 0.9212 -4.5898 3.0954
C -0.1085 -3.8447 3.6504
C -0.2531 -2.4978 3.3418
C -0.9277 0.6395 2.5538
C -2.1408 -0.0408 2.5978
C -3.2907 0.6075 3.0339
C -3.2413 1.9381 3.4173
C -2.0399 2.6352 3.3444
C -0.8928 1.9913 2.9143
C 4.7550 -0.5015 1.9452
C 5.7959 -0.9297 2.7423
C 6.9327 -1.4094 2.0990
C 7.0102 -1.4687 0.7111
C 5.9257 -1.0800 -0.0690
C 4.7815 -0.5975 0.5529
P 3.3430 -0.0540 -0.3905
C 3.5021 1.6487 -0.9467
C 4.1856 2.0699 -2.0973
C 4.1646 3.4013 -2.4570
C 3.4526 4.3314 -1.6943
C 2.7870 3.9317 -0.5516
C 2.8164 2.5916 -0.1593
C 3.0935 -1.1924 -1.7611
C 3.1125 -2.5689 -1.4429
C 3.0404 -3.5187 -2.4407
C 2.9639 -3.1154 -3.7723
C 2.9562 -1.7652 -4.1024
C 3.0162 -0.8051 -3.1086
H 4.9391 0.8929 4.5096
H 3.7987 1.3070 6.6767
H 1.3359 1.0117 6.8416
H -0.0235 0.5009 4.8654
H 2.3738 -2.1697 1.2325
H 2.6476 -4.5554 1.8214
H 1.0344 -5.6336 3.3543
H -0.7949 -4.3072 4.3464
H -1.0317 -1.9332 3.8316
H -2.2059 -1.0783 2.3014
H -4.2230 0.0615 3.0908
H -4.1318 2.4320 3.7814
H -1.9968 3.6755 3.6371
H 0.0387 2.5465 2.8807
H 5.7448 -0.9414 3.8244
H 7.7659 -1.7483 2.6994
H 7.9099 -1.8371 0.2383
H 5.9748 -1.1613 -1.1477
H 4.7603 1.3660 -2.6841
H 4.7177 3.7317 -3.3256
H 3.4563 5.3742 -1.9813
H 2.2855 4.6658 0.0653
H 2.4004 2.3058 0.8020
H 3.2289 -2.8861 -0.4147
H 3.0731 -4.5710 -2.1938
H 2.9266 -3.8602 -4.5564
H 2.9238 -1.4637 -5.1404
H 3.0064 0.2411 -3.3765
C -0.8044 0.0077 -5.7538
N -0.1799 0.5438 -4.5434
C 0.3159 1.8182 -4.3981
C 0.7712 1.9108 -3.1235
N 0.5559 0.7038 -2.4876
C -0.0201 -0.0942 -3.3866
H -0.1641 0.2028 -6.6106
H -1.7714 0.4802 -5.9127
H -0.9394 -1.0648 -5.6418
H 0.3013 2.5314 -5.2028
H 1.2333 2.7437 -2.6206
H -0.3157 -1.1166 -3.2235


No. 2
15
Properties=species:S:1:pos:R:3 method="wB97M-V/def2-TZVPD" de_lowest_kj_mol=628.9 e_tot_ha=-664.6932 homo_ha=-0.3097 homo_lumo_gap_ha=0.3357
C -1.6515 1.4656 0.0160
C -1.8150 -0.0930 -0.0963
C 2.0952 -0.4120 -0.5458
C 1.5675 -0.6138 0.9063
H -1.9454 1.6629 1.3649
H -0.4944 1.7943 -0.5608
H -2.6958 1.8643 -0.5759
H -0.5047 -1.7771 -0.7107
H 1.9976 -1.2602 -1.2716
H 2.7531 0.4241 -0.8380
H 2.1616 0.1872 1.4568
H 1.5399 -1.6427 1.0963
N -0.5230 -0.7342 -0.2839
N 0.6505 0.0314 -0.0254
S -3.1356 -0.8969 0.0680


No. 3
75
Properties=species:S:1:pos:R:3 method="wB97M-V/def2-TZVPD" spin_multiplicity=3 de_lowest_kj_mol=44.2 e_tot_ha=-2223.9130 homo_ha="-0.2454 / -0.3012" homo_lumo_gap_ha="0.2363 / 0.2191"
Pt -0.4373 -1.8885 -4.7953
C -0.5932 3.1400 -1.1128
C -1.1987 2.4209 -2.0596
C -0.9995 2.5013 -3.5554
C 0.3249 2.0601 -4.2025
C 1.6443 2.5111 -3.6364
C 1.8573 3.7084 -3.0862
C 0.7932 4.6787 -2.6731
C 0.2420 4.3813 -1.2646
C 0.7155 -3.4498 -3.8313
H -0.7142 2.8275 -0.0705
H -1.9017 1.6319 -1.7628
H -1.2452 3.5053 -3.9171
H -1.7421 1.8245 -3.9884
H 0.3716 0.9557 -4.2130
H 0.2832 2.4116 -5.2573
H 2.4944 1.8841 -3.9294
H 2.8666 4.0602 -2.8890
H -0.0144 4.7538 -3.4053
H 1.2761 5.6618 -2.6044
H 1.0816 4.2810 -0.5493
H -0.3425 5.2569 -0.9368
H 0.3056 -3.7475 -2.8443
H 1.7002 -2.9984 -3.6462
H 0.8500 -4.3567 -4.4438
P 1.2884 -1.4505 -6.1907
P -1.9988 -0.8851 -6.1107
N 2.7419 -0.2087 -6.3415
N 2.0688 -2.6656 -7.1592
N -2.1431 0.9832 -6.6798
N -3.6522 -1.2207 -6.7561
C 0.2932 -0.6375 -7.4693
C -1.0565 -1.3464 -7.6013
C 3.8655 -0.1185 -5.5256
C 4.8414 0.6605 -6.1610
C 4.3074 1.0509 -7.4221
C 3.0330 0.5012 -7.5083
C 2.3839 -3.9640 -6.7556
C 2.9028 -4.6491 -7.8490
C 2.9252 -3.7364 -8.9531
C 2.4311 -2.5287 -8.5042
C -2.9130 1.9801 -6.0744
C -2.9236 3.1277 -6.8818
C -2.1308 2.8318 -8.0364
C -1.6935 1.5172 -7.8923
C -4.2222 -0.6115 -7.8961
C -5.1821 -1.4523 -8.4380
C -5.2080 -2.6382 -7.6319
C -4.2529 -2.4799 -6.6266
H 0.7626 -0.5831 -8.4497
H 0.2171 0.3857 -7.0725
H -1.5685 -1.1424 -8.5443
H -0.9531 -2.4364 -7.4563
H 3.8663 -0.5972 -4.5552
H 5.8177 0.9203 -5.7772
H 4.7638 1.6493 -8.1990
H 2.3152 0.5858 -8.3105
H 2.1821 -4.2788 -5.7495
H 3.2180 -5.6768 -7.8505
H 3.2569 -3.9361 -9.9595
H 2.2427 -1.6083 -9.0448
H -3.4009 1.8024 -5.1248
H -3.4532 4.0469 -6.6853
H -1.9216 3.4571 -8.8980
H -1.1004 0.9354 -8.5883
H -3.8983 0.3730 -8.2204
H -5.7841 -1.2404 -9.3152
H -5.8442 -3.4941 -7.7861
H -3.9362 -3.1290 -5.8240
C -0.9071 -1.5981 -1.9014
C 0.0754 -1.3174 -2.9716
O 1.0976 -0.6612 -2.7699
H -1.4679 -0.6761 -1.6954
H -0.3661 -1.9005 -0.9988
H -1.5962 -2.3887 -2.2012


No. 4
79
Properties=species:S:1:pos:R:3 method="wB97M-V/def2-TZVPD" de_lowest_kj_mol=185.6 charge=+2 e_tot_ha=-4528.4700 homo_ha="-0.4274 / -0.4274" homo_lumo_gap_ha="0.1510 / 0.1509"
N 8.1703 0.1268 -5.3228
C 8.3609 -0.6885 -4.2873
C 7.3843 -0.8560 -3.2955
C 6.1726 -0.1234 -3.3615
C 6.0318 0.7453 -4.4754
C 7.0400 0.8342 -5.4443
C 5.0777 -0.2701 -2.3981
Be -0.0311 -0.2601 1.1889
P -4.6091 -2.0723 0.4944
C 3.8473 0.2565 -2.6782
C 2.7177 0.0725 -1.8371
C 1.4524 -0.1017 -2.4503
C 0.4692 -0.8101 -1.7363
C 0.7037 -1.0775 -0.3912
C 1.9960 -1.0809 0.1381
C 2.9701 -0.2779 -0.4952
Br -1.2918 -1.9684 0.3732
H 5.2797 -0.9031 -1.5112
H 3.6260 0.6790 -3.6632
H 7.5819 -1.5701 -2.4899
H 5.1627 1.3816 -4.6499
H 9.3151 -1.2300 -4.2454
H 6.9320 1.4640 -6.3221
H 1.3578 0.1837 -3.5165
H 3.9822 -0.0753 -0.1118
H -0.4721 -1.1726 -2.1741
H 2.2452 -1.7226 1.0192
P -0.6352 1.7769 0.9893
C -3.6932 -3.6383 0.3742
C -4.5026 -4.7091 -0.3646
H -3.4150 -3.9671 1.3898
H -2.7401 -3.4407 -0.1681
H -3.9616 -5.6610 -0.3321
H -5.4840 -4.8433 0.1040
H -4.6550 -4.4328 -1.4143
C -4.6049 -1.0976 -1.0441
C -6.0507 -0.6545 -1.3542
H -4.2318 -1.7617 -1.8385
H -3.8839 -0.2703 -0.9363
H -6.1188 -0.2100 -2.3497
H -6.7426 -1.5066 -1.3239
H -6.4205 0.0791 -0.6329
C -4.3691 -1.1267 2.0140
C -5.3695 -1.6777 3.0660
H -4.5776 -0.0647 1.7872
H -3.3067 -1.2093 2.2997
H -5.4280 -1.0138 3.9344
H -6.3807 -1.7639 2.6396
H -5.0684 -2.6755 3.4058
C -1.4444 2.5712 2.4517
C -1.0817 4.0148 2.7936
H -1.2278 1.9169 3.3080
H -2.5265 2.4851 2.2686
H -0.0610 4.0990 3.1892
H -1.1831 4.6929 1.9369
H -1.7676 4.3652 3.5760
C -1.9296 1.9009 -0.2888
C -1.4818 2.3973 -1.6545
H -2.7311 2.5376 0.1124
H -2.3277 0.8802 -0.3750
H -1.0968 3.4270 -1.6228
H -0.7066 1.7506 -2.0882
H -2.3420 2.3946 -2.3384
C 0.7576 2.8790 0.4578
C 1.9624 2.9848 1.3770
H 0.3107 3.8661 0.2477
H 1.0707 2.4433 -0.5053
H 2.8449 3.1688 0.7585
H 1.8801 3.8276 2.0672
H 2.1606 2.0808 1.9577
N 1.5524 -1.5004 4.3930
C 1.3677 -0.1969 4.8254
C 0.8422 0.4823 3.7764
N 0.6047 -0.4196 2.7225
C 1.1177 -1.5972 3.1200
H 2.0050 -2.2563 4.9053
H 1.6911 0.1351 5.7978
H 0.6624 1.5448 3.7131
H 1.2451 -2.4898 2.5153


No. 5
57
Properties=species:S:1:pos:R:3 method="wB97M-V/def2-TZVPD" smiles="C#C[C@@H]1COC(=O)O1.O=S1(=O)CCCC1.O=S1(=O)CCCC1.O=S1(=O)CCCC1" de_lowest_kj_mol=324.1 e_tot_ha=-2535.9970 homo_ha=-0.3322 homo_lumo_gap_ha=0.3503
C 2.7524 -0.0442 0.7657
C 1.5394 -0.5784 0.5855
C 0.0085 -1.0804 0.2411
C -0.6452 0.2345 -0.4319
O -0.8325 1.1488 0.6995
C -0.7531 0.3558 1.9292
O -0.7207 0.7593 3.1377
O -0.6993 -1.0381 1.5449
H 3.5648 0.7869 0.8362
H -0.0935 -2.1064 -0.3064
H -1.4693 0.1359 -1.2323
H 0.2840 0.7108 -0.9627
C -0.5641 -4.5903 3.5398
C 0.2905 -5.7845 3.9700
C 1.6033 -5.7110 3.1890
S 1.8736 -3.9794 2.8336
O 1.7910 -3.7865 1.4026
O 2.9921 -3.5025 3.6164
C 0.3663 -3.3849 3.5659
H -1.4236 -4.4475 4.1990
H -0.9397 -4.7527 2.5234
H 0.4955 -5.7185 5.0442
H -0.2217 -6.7338 3.7921
H 2.4416 -6.0965 3.7719
H 1.5341 -6.2453 2.2390
H -0.0125 -2.5348 2.9968
H 0.5878 -3.0819 4.5923
C 1.1861 6.1151 1.5166
C 2.3435 5.3733 0.8467
C 2.4366 3.9899 1.4920
S 0.7851 3.5850 2.0496
O 0.7907 3.5174 3.4931
O 0.2481 2.5145 1.2232
C 0.0299 5.1251 1.5589
H 0.9171 7.0235 0.9720
H 1.4714 6.4022 2.5346
H 2.1371 5.2674 -0.2242
H 3.2854 5.9192 0.9464
H 2.7730 3.2351 0.7789
H 3.0952 3.9985 2.3634
H -0.7473 5.4026 2.2713
H -0.4030 4.9830 0.5653
C -2.7745 0.5239 -6.3872
C -2.4301 -0.9641 -6.3116
C -1.4166 -1.1435 -5.1806
S -1.7287 0.1768 -4.0156
O -0.5813 1.0551 -3.9969
O -2.2963 -0.3796 -2.8046
C -3.0273 0.9628 -4.9515
H -3.6447 0.7071 -7.0219
H -1.9273 1.0784 -6.8054
H -3.3367 -1.5371 -6.0883
H -2.0328 -1.3359 -7.2595
H -1.5389 -2.1053 -4.6794
H -0.3912 -1.0401 -5.5421
H -2.9809 2.0439 -4.8181
H -3.9826 0.5787 -4.5849


No. 6
65
Properties=species:S:1:pos:R:3 method="wB97M-V/def2-TZVPD" de_lowest_kj_mol=0.0 e_tot_ha=-2554.3727 homo_ha=-0.2904 homo_lumo_gap_ha=0.2986
Sn 0.2948 -1.2312 0.3555
C -0.0547 -3.7505 2.1518
N -1.0785 -2.8655 1.5798
C -2.1208 -3.7059 0.9454
C -1.6984 -2.0054 2.5659
C -0.7397 -1.1069 3.2878
N 0.3037 -0.6254 2.3609
C 1.3175 0.1753 2.8336
C 2.4913 0.4063 2.0718
F 2.6131 -0.2081 0.8471
C 3.5518 1.1693 2.5058
F 4.6443 1.2963 1.7369
C 3.5018 1.7862 3.7383
C 2.3485 1.6108 4.4956
F 2.2044 2.2206 5.6748
C 1.3037 0.8370 4.0634
F 0.2260 0.7490 4.8705
H -0.4870 -4.4288 2.8874
H 0.3310 -4.3627 1.3233
H 0.7680 -3.2105 2.6112
H -2.6357 -4.2813 1.7243
H -2.8521 -3.0959 0.3958
H -1.6350 -4.3627 0.2108
H -2.4681 -1.3899 2.0676
H -2.2457 -2.6025 3.3092
H -1.3491 -0.3029 3.7041
H -0.2794 -1.5799 4.1577
H 4.3134 2.4186 4.0913
C 0.9929 -4.4356 -3.2662
C -0.1567 -3.5480 -2.8599
O -0.6461 -3.5277 -1.7460
N -0.5792 -2.7373 -3.8701
C -1.2367 -1.4744 -3.6484
C -0.2366 -0.3313 -3.7067
C -0.5140 0.8324 -4.3886
C 0.3955 1.8743 -4.3011
C 1.5512 1.7225 -3.5558
C 1.7368 0.5092 -2.9108
N 0.8828 -0.5134 -3.0000
H 1.3167 -5.0336 -2.4235
H 1.8274 -3.8331 -3.6469
H 0.7191 -5.0817 -4.0957
H -0.0545 -2.7941 -4.7368
H -1.7060 -1.5008 -2.6559
H -2.0428 -1.3180 -4.3831
H -1.4403 0.9412 -4.9581
H 0.2250 2.8401 -4.7970
H 2.2991 2.4947 -3.4633
H 2.6146 0.3368 -2.2903
O 2.0244 2.5009 -0.0902
C 0.8079 2.3751 -0.0932
N 0.1419 1.2115 -0.3705
S -1.4584 1.3964 -0.4123
O -1.9788 1.4349 -1.7566
O -2.0276 0.3951 0.4779
C -1.4924 3.0614 0.1597
C -2.5736 3.9022 0.2257
C -2.3300 5.2571 0.5119
C -1.0224 5.7061 0.6697
C 0.0753 4.8491 0.4941
C -0.1866 3.5185 0.2305
H -3.5783 3.5163 0.0621
H -3.1786 5.9218 0.6197
H -0.8396 6.7582 0.8789
H 1.0997 5.2195 0.5290


No. 7
82
Properties=species:S:1:pos:R:3 method="wB97M-V/def2-TZVPD" spin_multiplicity=3 de_lowest_kj_mol=25.8 charge=+1 e_tot_ha=-3110.0033 homo_ha="-0.3433 / -0.3851" homo_lumo_gap_ha="0.2435 / 0.2356"
Pt -0.4397 1.2905 -0.5764
C 0.3495 3.3503 -4.0184
N 1.3836 3.7370 -3.0819
C 2.7135 3.9438 -3.3657
C 3.3242 4.2070 -2.1875
N 2.3860 4.1528 -1.1894
B 2.6624 4.3131 0.3230
N 2.8858 2.8992 1.0104
C 3.4059 2.8824 2.2837
C 3.3907 1.6113 2.7408
N 2.8516 0.8396 1.7405
C 2.6759 -0.5993 1.8044
C 2.5469 1.6421 0.6839
S 2.0126 0.9948 -0.8319
C 1.2041 3.8620 -1.7485
S -0.3276 3.7527 -0.9758
H 0.8112 3.0847 -4.9656
H -0.3548 4.1669 -4.1714
H -0.1931 2.4927 -3.6218
H 3.1018 3.9114 -4.3681
H 4.3577 4.4251 -1.9856
H 3.6747 4.9333 0.4726
H 1.7084 4.8181 0.8494
H 3.7596 3.7873 2.7469
H 3.7275 1.1861 3.6703
H 2.5309 -0.8898 2.8440
H 3.5548 -1.1105 1.4103
H 1.8064 -0.8904 1.2223
C -3.8038 2.1198 0.8400
O -3.8831 1.6372 -0.5024
P -2.6646 0.9117 -1.2666
O -2.9347 1.3463 -2.7696
C -3.1162 2.7214 -3.1440
O -3.1732 -0.5913 -1.4659
C -3.3894 -1.4464 -0.3431
H -4.6116 2.8350 0.9692
H -2.8522 2.6205 1.0170
H -3.9333 1.3035 1.5533
H -2.8570 2.7909 -4.1972
H -2.4797 3.3897 -2.5638
H -4.1595 2.9989 -3.0041
H -3.2636 -2.4703 -0.6876
H -4.4043 -1.3152 0.0331
H -2.6704 -1.2509 0.4562
N -1.5424 -1.7265 4.9324
C -1.1778 -0.7618 4.4259
C -0.7598 0.4336 3.7621
C -0.1907 1.5108 4.4415
C 0.1512 2.6379 3.7165
C -0.0873 2.6608 2.3511
N -0.6229 1.6243 1.7058
C -0.9482 0.5315 2.3887
H -0.0269 1.4568 5.5094
H 0.5976 3.4965 4.1957
H 0.1446 3.5361 1.7534
H -1.3542 -0.2970 1.8238
C -0.7363 -5.4524 -1.8178
N -0.2516 -4.0862 -1.7370
N -0.3119 -3.3750 -0.5496
C -0.2324 -2.0192 -0.8360
O -0.2333 -1.1419 0.0557
C -0.1401 -1.9288 -2.2499
C -0.1911 -3.1992 -2.7554
C -0.2320 -3.6559 -4.1686
C 0.0055 -3.9776 0.6953
C -0.6435 -3.5477 1.8471
C -0.3122 -4.1058 3.0724
C 0.6548 -5.0974 3.1486
C 1.2992 -5.5247 1.9973
C 0.9847 -4.9635 0.7702
H -1.0626 -5.7746 -0.8342
H 0.0450 -6.1293 -2.1627
H -1.5834 -5.5192 -2.5014
H -0.0428 -1.0107 -2.8036
H 0.0217 -2.8319 -4.8296
H -1.2346 -4.0045 -4.4264
H 0.4658 -4.4757 -4.3387
H -1.4101 -2.7899 1.7807
H -0.8257 -3.7709 3.9637
H 0.9007 -5.5417 4.1039
H 2.0603 -6.2916 2.0521
H 1.5085 -5.2828 -0.1215